# 1
ORCA calculation (ωB97M-V with the def2-TZVPD basis set) on a molecular structure, C25H40BrNOP2Pb at a distorted geometry.

The total charge is +2. Its orbital gap (spin up / spin down) is 5.61 / 4.25 eV. The electronic energy is -123958.33265 eV. For the energy above the lowest of the compared OMol25 structures with the same formula, charge and spin, the calculation gives 9.73 kcal per mole. Its HOMO energy (spin up / spin down) is -0.5165 / -0.4994 hartree.

```
71
Properties=species:S:1:pos:R:3:lowdin_charge:R:1
C -0.51 4.99 -5.62 0.004
C -0.70 3.78 -6.33 -0.229
C -0.88 3.87 -7.72 -0.011
C -0.93 5.14 -8.33 -0.102
N -0.76 6.26 -7.62 0.079
C -0.55 6.21 -6.31 -0.105
C -0.71 2.50 -5.61 -0.255
C -0.75 2.01 -4.40 -0.272
C -0.87 2.09 -2.98 -0.239
C 0.24 2.25 -2.13 -0.008
C 0.21 1.72 -0.85 -0.120
C -0.94 1.03 -0.42 -0.730
C -2.15 1.22 -1.10 -0.096
C -2.12 1.83 -2.35 -0.024
Pb -0.42 0.33 -5.77 1.450
P 2.11 -1.62 -2.20 1.126
H -0.99 2.99 -8.35 0.109
H -0.31 5.00 -4.55 0.115
H -1.10 5.24 -9.40 0.122
H -0.42 7.16 -5.79 0.122
H -3.05 2.03 -2.89 0.140
H 1.14 2.74 -2.51 0.135
H -3.08 0.86 -0.67 0.123
H 1.09 1.77 -0.20 0.113
C 2.63 -3.26 -1.50 -0.368
C 3.97 -3.85 -1.93 -0.130
H 1.82 -3.95 -1.76 0.069
H 2.60 -3.13 -0.41 0.094
H 4.15 -4.76 -1.35 0.096
H 3.97 -4.14 -2.99 0.084
H 4.81 -3.18 -1.74 0.067
C 3.17 -1.39 -3.70 -0.376
C 3.30 0.05 -4.18 -0.137
H 2.70 -2.01 -4.49 0.082
H 4.15 -1.83 -3.49 0.083
H 3.64 0.06 -5.23 0.091
H 2.34 0.60 -4.14 0.037
H 4.04 0.61 -3.59 0.084
C 2.87 -0.43 -1.02 -0.397
C 4.34 -0.64 -0.70 -0.110
H 2.25 -0.50 -0.10 0.065
H 2.70 0.58 -1.42 0.061
H 4.67 0.16 -0.02 0.095
H 4.53 -1.59 -0.19 0.076
H 4.98 -0.58 -1.59 0.079
Br -0.81 -0.20 0.91 0.887
P -2.24 -2.10 -4.31 1.049
C -0.43 -2.44 -4.02 -0.540
C -0.18 -3.96 -4.06 -0.137
H -0.12 -2.03 -3.05 -0.002
H 0.20 -1.98 -4.80 -0.044
H 0.89 -4.19 -3.90 0.066
H -0.76 -4.49 -3.29 0.084
H -0.46 -4.38 -5.04 0.086
C -2.73 -2.27 -2.52 -0.404
C -3.93 -3.20 -2.28 -0.139
H -2.95 -1.26 -2.14 0.059
H -1.87 -2.64 -1.94 0.076
H -4.19 -3.19 -1.22 0.083
H -4.81 -2.89 -2.86 0.075
H -3.69 -4.23 -2.56 0.075
C -3.05 -0.46 -4.59 -0.467
C -3.25 -0.13 -6.07 -0.217
H -2.47 0.30 -4.05 -0.003
H -4.02 -0.49 -4.08 0.108
H -3.02 0.92 -6.31 0.055
H -2.64 -0.78 -6.71 0.032
H -4.30 -0.30 -6.35 0.105
O -1.56 3.92 1.42 -0.071
H -2.41 4.01 1.88 0.048
H -0.92 4.34 2.00 0.046
```



# 2
ORCA calculation (ωB97M-V with the def2-TZVPD basis set) on a molecular structure, C25H40FNO4PdSSi at a distorted geometry.

The total charge is -2. Its orbital gap is 3.56 eV. The electronic energy is -61168.75190 eV. For the energy above the lowest of the compared OMol25 structures with the same formula, charge and spin, the calculation gives 25.95 kcal per mole. Its HOMO energy is 0.0361 hartree.

```
74
Properties=species:S:1:pos:R:3:lowdin_charge:R:1
Pd 0.56 0.14 -0.12 0.241
C -4.01 1.95 -1.99 -0.037
C -2.53 1.84 -1.61 -0.638
C -2.00 3.19 -1.13 -0.032
C -1.69 1.37 -2.81 -0.051
O -2.41 0.81 -0.64 -0.189
Si -2.62 0.62 1.00 -0.185
S -1.26 -0.66 1.84 0.254
O -2.71 2.16 1.62 -0.170
C -3.21 2.65 2.85 -0.662
C -2.39 3.89 3.18 -0.039
C -3.09 1.63 3.98 -0.056
C -4.69 3.03 2.65 -0.038
O -4.24 0.15 1.17 -0.185
C -4.82 -1.14 1.01 -0.675
C -6.30 -0.89 0.68 -0.049
C -4.70 -1.93 2.31 -0.054
C -4.17 -1.91 -0.14 -0.058
H -4.16 2.71 -2.76 0.076
H -4.59 2.21 -1.10 0.081
H -4.37 0.99 -2.37 0.073
H -1.99 3.89 -1.97 0.076
H -0.99 3.06 -0.75 0.077
H -2.62 3.59 -0.33 0.066
H -1.40 2.21 -3.45 0.076
H -2.23 0.64 -3.41 0.073
H -0.78 0.90 -2.41 0.047
H -1.34 3.60 3.32 0.088
H -2.75 4.37 4.09 0.074
H -2.44 4.60 2.35 0.078
H -2.07 1.25 4.03 0.061
H -3.74 0.77 3.79 0.068
H -3.36 2.09 4.93 0.076
H -4.77 3.82 1.91 0.078
H -5.13 3.38 3.59 0.074
H -5.23 2.15 2.30 0.069
H -6.75 -0.28 1.47 0.075
H -6.84 -1.83 0.60 0.073
H -6.38 -0.35 -0.26 0.077
H -5.23 -1.40 3.11 0.076
H -3.65 -2.00 2.57 0.038
H -5.13 -2.93 2.20 0.075
H -4.17 -1.31 -1.05 0.077
H -4.71 -2.85 -0.32 0.080
H -3.13 -2.14 0.12 0.049
O 2.77 -1.49 0.25 -0.148
C 2.25 -2.76 0.12 -0.281
C 0.94 -2.87 -0.66 -0.257
C 0.30 -4.10 -0.72 -0.056
C -0.86 -4.24 -1.46 -0.104
C -1.34 -3.13 -2.14 -0.099
C -0.65 -1.94 -2.03 -0.138
N 0.47 -1.79 -1.30 0.039
H 1.94 -0.84 0.37 0.000
H 2.08 -3.25 1.09 0.112
H 2.99 -3.37 -0.42 0.112
H 0.72 -4.94 -0.17 0.103
H -1.37 -5.20 -1.51 0.087
H -2.25 -3.18 -2.73 0.091
H -1.00 -1.05 -2.53 0.071
F 6.68 0.99 2.40 -0.040
C 5.40 1.25 1.94 -0.324
C 5.20 1.49 0.60 -0.068
C 3.92 1.76 0.14 -0.082
C 2.79 1.80 1.00 -0.366
C 1.47 2.12 0.53 -0.215
C 3.07 1.54 2.37 -0.072
C 4.35 1.26 2.83 -0.066
H 6.04 1.44 -0.09 0.095
H 3.75 1.90 -0.92 0.095
H 1.45 2.71 -0.38 -0.001
H 0.79 2.48 1.30 0.010
H 2.23 1.51 3.06 0.100
H 4.53 1.05 3.88 0.096
```



# 3
ORCA calculation (ωB97M-V with the def2-TZVPD basis set) on a molecular structure, C25H40MnN8O4PS3Se.

The total charge is -1. Its multiplicity is 2. Its orbital gap (spin up / spin down) is 7.45 / 7.08 eV. The electronic energy is -185152.84790 eV. Its expectation value of S² is 0.92. For the energy above the lowest of the compared OMol25 structures with the same formula, charge and spin, the calculation gives 8.98 kcal per mole. Its HOMO energy (spin up / spin down) is -0.1811 / -0.1675 hartree.

```
83
Properties=species:S:1:pos:R:3:lowdin_charge:R:1
Mn 0.56 -0.91 -0.49 0.210
N 2.22 -1.97 -1.28 -0.009
C 2.88 -2.69 -0.19 -0.203
C 1.82 -3.31 0.71 -0.177
N 0.79 -2.33 1.09 -0.143
C 0.99 -1.70 2.40 -0.222
C 2.09 -0.67 2.30 -0.221
N 1.89 0.13 1.09 -0.036
H 1.88 -2.59 -2.01 0.065
H 2.82 -1.27 -1.70 0.087
H 3.47 -1.96 0.36 0.099
H 3.56 -3.47 -0.54 0.120
H 2.29 -3.74 1.60 0.125
H 1.34 -4.11 0.17 0.087
H -0.13 -2.77 1.05 0.055
H 1.22 -2.44 3.18 0.119
H 0.05 -1.21 2.66 0.066
H 3.07 -1.16 2.24 0.106
H 2.10 -0.06 3.21 0.117
H 2.77 0.38 0.63 0.038
H 1.40 0.99 1.29 0.032
N 2.65 7.54 -0.57 0.077
C 2.87 6.18 -0.83 -0.333
C 2.03 5.21 -0.28 -0.032
C 2.26 3.87 -0.51 -0.056
C 3.34 3.48 -1.28 -0.286
C 4.18 4.43 -1.84 -0.056
C 3.95 5.77 -1.61 -0.039
S 3.66 1.75 -1.56 0.569
O 4.36 1.65 -2.82 -0.324
O 4.39 1.27 -0.39 -0.356
N 2.27 1.02 -1.50 -0.144
C 1.29 1.18 -2.39 -0.459
N 1.31 2.14 -3.33 0.138
C 0.26 2.20 -4.14 -0.135
C -0.82 1.33 -4.05 -0.055
C -0.76 0.39 -3.04 -0.177
N 0.27 0.30 -2.21 0.021
H 1.69 7.76 -0.35 0.080
H 3.02 8.15 -1.28 0.078
H 1.18 5.52 0.32 0.108
H 1.59 3.13 -0.11 0.104
H 5.00 4.11 -2.47 0.111
H 4.60 6.52 -2.04 0.104
H 0.29 2.98 -4.89 0.102
H -1.67 1.40 -4.70 0.095
H -1.57 -0.31 -2.88 0.005
Se -1.12 -2.71 -1.55 0.705
C -0.47 -4.49 -1.38 -0.689
C 0.52 -5.00 -2.22 -0.147
C 0.96 -6.30 -2.05 -0.175
N 0.49 -7.14 -1.12 0.032
C -0.47 -6.65 -0.34 -0.174
C -0.98 -5.37 -0.42 -0.137
H 0.93 -4.39 -3.01 0.088
H 1.74 -6.70 -2.69 0.096
H -0.86 -7.34 0.41 0.095
H -1.76 -5.04 0.25 0.090
C -4.50 -2.28 0.77 -0.088
C -3.97 -1.46 1.93 -0.452
C -2.68 -2.06 2.48 -0.071
O -3.81 -0.07 1.63 -0.335
P -3.03 0.68 0.42 -0.099
S -3.76 0.31 -1.34 0.268
S -1.04 0.48 0.77 0.416
O -3.43 2.19 0.78 -0.334
C -3.59 2.84 2.06 -0.452
C -2.58 2.44 3.12 -0.083
C -5.02 2.68 2.53 -0.053
H -4.75 -3.28 1.14 0.079
H -3.75 -2.37 -0.02 0.013
H -5.40 -1.83 0.35 0.071
H -4.72 -1.44 2.73 0.137
H -1.94 -2.10 1.69 0.022
H -2.88 -3.08 2.84 0.084
H -2.30 -1.47 3.31 0.077
H -3.42 3.90 1.81 0.137
H -2.70 1.39 3.40 0.065
H -2.73 3.06 4.00 0.078
H -1.56 2.58 2.76 0.051
H -5.22 1.63 2.77 0.071
H -5.71 3.00 1.76 0.082
H -5.19 3.28 3.42 0.075
```



# 4
ORCA calculation (ωB97M-V with the def2-TZVPD basis set) on a molecular structure, C25H40N4O5PS2Tc at a distorted geometry.

The total charge is +1. Its multiplicity is 2. Its orbital gap (spin up / spin down) is 5.66 / 5.96 eV. The electronic energy is -75922.64412 eV. Its expectation value of S² is 0.76. For the energy above the lowest of the compared OMol25 structures with the same formula, charge and spin, the calculation gives 37.83 kcal per mole. Its HOMO energy (spin up / spin down) is -0.4034 / -0.4025 hartree.

```
78
Properties=species:S:1:pos:R:3:lowdin_charge:R:1
Tc 0.47 -0.38 0.10 1.466
C -2.79 0.45 3.13 0.006
C -1.35 0.28 2.66 -0.519
C -0.38 0.06 3.81 0.016
O -1.22 -0.84 1.77 -0.123
C -0.91 1.54 1.90 -0.527
O -1.16 2.65 2.26 0.171
O -0.22 1.25 0.80 -0.309
H -3.08 -0.39 3.75 0.103
H -3.46 0.53 2.27 0.064
H -2.86 1.37 3.71 0.104
H -0.65 -0.84 4.36 0.102
H -0.41 0.91 4.48 0.109
H 0.65 -0.05 3.44 0.084
H -2.06 -0.93 1.27 0.007
S -0.38 -2.10 -2.07 0.706
C 0.13 -3.11 -0.78 -0.754
C 0.27 -4.50 -0.82 -0.062
C 0.69 -5.16 0.31 -0.025
C 0.93 -4.44 1.49 -0.031
C 0.78 -3.07 1.46 -0.116
N 0.41 -2.43 0.34 -0.188
H 0.07 -5.02 -1.75 0.115
H 0.85 -6.23 0.29 0.121
H 1.25 -4.92 2.40 0.117
H 0.98 -2.46 2.33 0.110
C 3.78 0.62 -2.43 -0.107
C 2.42 1.21 -2.82 -0.492
C 1.78 0.34 -3.91 -0.100
P 1.31 1.48 -1.35 1.077
C 2.15 2.78 -0.30 -0.498
C 3.11 3.68 -1.08 -0.096
C 2.87 2.21 0.93 -0.110
C -0.20 2.39 -1.96 -0.503
C 0.10 3.78 -2.52 -0.089
C -1.03 1.58 -2.97 -0.128
H 4.50 0.84 -3.22 0.095
H 3.71 -0.46 -2.33 0.063
H 4.17 1.03 -1.50 0.056
H 2.57 2.22 -3.21 0.098
H 1.28 -0.53 -3.49 0.011
H 2.56 -0.02 -4.58 0.091
H 1.07 0.90 -4.52 0.062
H 1.31 3.37 0.06 0.106
H 4.01 3.14 -1.39 0.075
H 3.43 4.49 -0.43 0.094
H 2.66 4.12 -1.97 0.060
H 3.72 1.60 0.67 0.071
H 2.19 1.63 1.55 0.041
H 3.23 3.05 1.53 0.093
H -0.79 2.50 -1.05 0.084
H 0.81 3.73 -3.35 0.081
H 0.48 4.45 -1.76 0.073
H -0.83 4.20 -2.90 0.092
H -0.67 1.74 -3.99 0.072
H -2.06 1.93 -2.94 0.068
H -1.02 0.51 -2.75 0.004
O 2.60 -0.80 1.33 -0.127
N 3.14 -1.30 0.35 -0.146
O 2.42 -1.29 -0.66 -0.246
N -3.67 -1.42 -2.57 0.100
C -3.94 -0.27 -1.93 -0.807
S -3.09 0.10 -0.52 0.736
N -4.94 0.47 -2.45 0.075
C -5.45 1.76 -2.13 -0.233
C -6.73 2.03 -2.60 -0.029
C -7.31 3.27 -2.38 -0.073
C -6.61 4.26 -1.71 -0.080
C -5.33 3.99 -1.26 -0.070
C -4.74 2.75 -1.46 -0.054
H -2.86 -1.95 -2.28 0.003
H -4.09 -1.64 -3.45 0.118
H -5.45 0.02 -3.20 0.145
H -7.29 1.26 -3.13 0.114
H -8.31 3.46 -2.74 0.110
H -7.06 5.22 -1.54 0.108
H -4.77 4.76 -0.74 0.110
H -3.75 2.57 -1.10 0.051
```